[1]
2 unconnected molecules or ions with the total composition C7H13N, computed with ωB97M-V/def2-TZVPD.

```
21
Properties=species:S:1:pos:R:3
C -2.5871 -1.0078 0.9200
C -1.9057 0.1165 0.8713
C -1.2605 0.7725 -0.1921
C 1.0129 -0.0788 -1.6623
C 1.6224 1.1588 0.3732
C 0.9072 -1.2470 0.6238
C 0.7513 0.0628 -0.2011
N -1.6215 1.6988 -0.9365
H -3.0528 -1.0549 1.8903
H -2.7780 -1.6803 0.0748
H -1.8617 0.7031 1.8048
H 2.0308 0.1021 -1.8629
H 0.8326 -1.1456 -1.9635
H 0.3244 0.4813 -2.2923
H 1.0941 1.8038 1.0706
H 2.2433 1.5758 -0.3655
H 2.4470 0.7029 0.9884
H 0.8274 -1.0033 1.6711
H 0.1751 -2.1890 0.4569
H 1.8748 -1.6478 0.4978
H -1.0762 1.8763 -1.7666
```

Values from the calculation:
E_tot = -8956.0955 eV
E_HOMO = -7.958 eV
total charge = 0
energy relative to the best compared isomer or geometry (same formula, charge and spin) = 88.49 kcal per mole
frontier orbital gap = 8.806 eV

Here are the natural (NBO) charges for atoms 1 to 4, given in e: number 1, C, carries -0.385; number 2, C, carries -0.290; number 3, C, carries 0.361; number 4, C, carries -0.646

[2]
C7H6O2S in the gas phase, computed with ωB97M-V/def2-TZVPD.

```
16
Properties=species:S:1:pos:R:3
C 2.3724 -0.0305 -0.2861
C 1.8465 -1.2739 -0.2514
C 1.6204 1.1020 0.0008
C 0.4565 -1.3298 -0.1813
C 0.1864 1.1216 0.0892
C -0.3444 -0.2151 -0.0287
C -2.8004 0.8982 -0.7987
O -2.7300 -1.4638 0.2644
O -0.5700 2.1296 0.2701
S -2.0443 -0.1522 0.3254
H 3.3986 0.0134 -0.3488
H 2.3511 -2.1489 -0.3039
H 2.2183 2.0711 0.0780
H -0.1960 -2.2895 -0.2284
H -3.7421 1.3730 -0.3253
H -2.0231 0.1947 1.7246
```

Values from the calculation:
E_tot = -22278.5187 eV
E_HOMO = -8.271 eV
total charge = 0
energy relative to the best compared isomer or geometry (same formula, charge and spin) = 162.38 kcal per mole
frontier orbital gap = 5.337 eV

Here are the natural (NBO) charges for atoms 1 to 4, given in e: number 1, C, carries -0.143; number 2, C, carries -0.290; number 3, C, carries -0.311; number 4, C, carries -0.131

[3]
A molecular structure, C5H7N, computed with ωB97M-V/def2-TZVPD.

```
13
Properties=species:S:1:pos:R:3
C 1.6521 -0.4194 0.0715
C 1.0265 0.5116 0.7709
C -0.2214 0.8769 0.0804
C -0.4140 -0.1155 -1.0572
C -1.4176 -0.6625 -0.3623
N -1.2523 0.0899 0.8412
H 2.2386 -1.1222 0.5967
H 1.9794 -0.5383 -0.9490
H 1.1750 0.7170 1.8265
H -0.4581 1.9274 -0.0617
H -0.0851 -0.2113 -2.0769
H -2.0321 -1.5436 -0.3880
H -2.1909 0.4899 0.7078
```

Values from the calculation:
E_tot = -6784.0863 eV
E_HOMO = -8.446 eV
total charge = 0
energy relative to the best compared isomer or geometry (same formula, charge and spin) = 102.07 kcal per mole
frontier orbital gap = 9.654 eV

Here are the natural (NBO) charges for atoms 1 to 4, given in e: number 1, C, carries -0.380; number 2, C, carries -0.190; number 3, C, carries -0.119; number 4, C, carries -0.269

[4]
A gas-phase ion, C19H31INO5S (charge +1), computed with ωB97M-V/def2-TZVPD.

```
58
Properties=species:S:1:pos:R:3
C -1.5835 4.6805 0.4472
C -0.2505 4.5366 1.1628
C 0.3507 3.1659 1.1979
O -0.5492 2.2256 1.8832
C -0.1883 0.9509 1.8656
N 0.9643 0.6603 2.4966
C 1.4693 -0.5837 2.6608
I 3.2249 -0.6227 3.7502
C 0.7949 -1.6698 2.1410
C 1.3079 -3.0638 2.3590
C 1.9771 -3.6936 1.1314
C 3.2770 -3.0163 0.7284
C 4.4561 -3.4338 1.5944
O 5.5861 -2.5933 1.4265
C -0.4069 -1.3667 1.4456
C -1.1950 -2.5145 0.8642
O -1.5269 -3.4497 1.5179
O -1.6418 -2.3416 -0.4267
S -0.5201 -2.4741 -1.6688
C -0.9449 -0.0888 1.3301
C -2.3145 0.1847 0.7718
C -2.4377 1.2409 -0.3238
C -1.9049 0.8179 -1.7050
C -3.0033 0.7438 -2.7553
C -2.4912 0.4038 -4.1442
O -1.5964 1.3803 -4.6304
C -0.2202 1.0654 -4.5753
H -1.5811 4.1779 -0.5190
H -1.7869 5.7290 0.2496
H -2.4123 4.2990 1.0372
H -0.3138 4.9422 2.1705
H 0.4833 5.1520 0.6397
H 0.5802 2.7708 0.2086
H 1.2823 3.2207 1.7638
H 1.4651 1.4330 2.9189
H 2.0330 -3.0437 3.1679
H 0.4968 -3.7000 2.6928
H 2.1268 -4.7554 1.3137
H 1.2807 -3.6262 0.2996
H 3.5069 -3.2804 -0.3053
H 3.1823 -1.9282 0.7524
H 4.2017 -3.3881 2.6500
H 4.7198 -4.4638 1.3468
H 5.8711 -2.6493 0.5102
H 0.1330 -1.3123 -1.4809
H -2.7702 -0.7371 0.4307
H -2.9181 0.5272 1.6158
H -1.9597 2.1551 0.0025
H -3.4980 1.4730 -0.4066
H -1.3958 -0.1449 -1.6385
H -1.2004 1.5773 -2.0430
H -3.7312 -0.0216 -2.4771
H -3.5143 1.7048 -2.8014
H -2.0317 -0.5890 -4.1371
H -3.3337 0.3586 -4.8326
H 0.1546 0.8442 -5.5732
H 0.3230 1.9202 -4.1759
H -0.0265 0.2110 -3.9255
```

Values from the calculation:
E_tot = -50861.3607 eV
E_HOMO = -11.829 eV
total charge = +1
frontier orbital gap = 7.400 eV

Here are the natural (NBO) charges for atoms 1 to 4, given in e: number 1, C, carries -0.613; number 2, C, carries -0.429; number 3, C, carries -0.059; number 4, O, carries -0.494

[5]
C5H4N2 in the gas phase, computed with ωB97M-V/def2-TZVPD.

```
11
Properties=species:S:1:pos:R:3
H -3.2440 -0.4071 -1.0532
N -2.4679 -0.0624 -0.4737
N -1.9222 0.8527 -1.1162
C -0.7925 1.3818 -0.4021
C -0.0946 0.5715 0.3495
C 0.5080 -0.4170 0.9622
C 1.7525 -0.9222 0.4703
C 2.8682 -1.2026 0.1140
H -0.5779 2.4337 -0.5611
H 0.1031 -0.8045 1.8952
H 3.8673 -1.4237 -0.1849
```

Values from the calculation:
E_tot = -8224.5930 eV
E_HOMO = -9.243 eV
total charge = 0
SMILES = [H]/N=N/C=C=CC#C
energy relative to the best compared isomer or geometry (same formula, charge and spin) = 113.01 kcal per mole
frontier orbital gap = 9.377 eV

Here are the natural (NBO) charges for atoms 1 to 4, given in e: number 1, H, carries 0.318; number 2, N, carries -0.320; number 3, N, carries -0.131; number 4, C, carries -0.188

[6]
C5H9N3O in the gas phase, computed with ωB97M-V/def2-TZVPD.

```
18
Properties=species:S:1:pos:R:3
C -1.8289 0.0221 -1.0086
N 0.8056 -0.2333 1.7760
C 1.2699 0.8832 0.9689
C -0.5625 -0.4352 -0.3152
N -0.1958 -1.8083 -0.4914
C 0.9219 0.5223 -0.6716
C -0.3461 0.0960 1.0178
N 1.8887 1.9375 1.2972
O 1.8795 -0.2042 -1.0452
H 1.1804 -1.1186 1.4228
H 0.5295 -1.8831 -1.2069
H -0.9610 -2.4339 -0.7039
H 2.1976 1.8718 2.2720
H 0.6428 1.4707 -1.1463
H -0.9629 0.8986 1.4112
H -2.0413 1.0748 -0.8054
H -2.6953 -0.5608 -0.6831
H -1.7220 -0.0996 -2.0883
```

Values from the calculation:
E_tot = -11844.0045 eV
E_HOMO (alpha / beta) = -8.526 / -8.527 eV
total charge = 0
energy relative to the best compared isomer or geometry (same formula, charge and spin) = 124.61 kcal per mole
frontier orbital gap (alpha / beta) = 7.417 / 7.418 eV

Here are the natural (NBO) charges for atoms 1 to 4, given in e: number 1, C, carries -0.626; number 2, N, carries -0.648; number 3, C, carries 0.322; number 4, C, carries 0.008

[7]
2 unconnected molecules or ions with the total composition C12H24O8S, computed with ωB97M-V/def2-TZVPD.

```
45
Properties=species:S:1:pos:R:3
C -3.7068 -1.2176 -1.2609
C -2.1786 -1.8505 -1.4673
C -1.7608 -2.8845 -0.2657
C -1.0128 -2.1944 1.0194
O -1.9877 -1.3876 1.8223
C -1.7761 0.0181 1.3469
O -2.6550 1.0413 1.5379
O -0.4765 0.0607 0.5980
C 0.2899 -1.1866 0.7401
C 1.3023 -1.6825 -0.4489
C 1.4762 -0.6386 -1.7005
C 2.0216 0.8622 -1.2665
S 0.7747 2.2444 -1.6269
O 1.2118 3.1636 -2.8119
O -0.6447 1.7136 -1.9991
O 0.5494 3.1387 -0.1526
C 1.2839 -1.2677 2.0713
O 0.6427 -0.8239 3.3185
C 1.3925 0.2845 3.9410
C 1.1397 1.7478 3.1805
H -4.2553 -1.7505 -0.3735
H -4.3532 -1.3047 -2.2335
H -3.6189 -0.0580 -0.9995
H -1.4702 -0.9290 -1.6029
H -2.1170 -2.4620 -2.4893
H -1.1790 -3.7822 -0.7402
H -2.7835 -3.3397 0.1494
H -0.5133 -3.1220 1.5461
H 0.9606 -2.7353 -0.8954
H 2.3716 -1.8892 0.0347
H 0.5224 -0.5829 -2.4166
H 2.3360 -1.0940 -2.3928
H 3.0052 1.1112 -1.8543
H 2.2982 0.8748 -0.1054
H -0.3823 2.8740 0.1712
H 2.2247 -0.5871 1.8565
H 1.6331 -2.3847 2.2428
H 2.5738 0.1140 3.9448
H 1.0447 0.4178 5.0740
H 1.3273 2.6312 3.9555
H 0.0685 1.8335 2.7154
H 1.9588 1.8003 2.3275
O 0.5012 4.9832 -5.0489
H 0.8421 4.5207 -4.2686
H 1.1187 5.7196 -5.1727
```

Values from the calculation:
E_tot = -40039.5886 eV
E_HOMO = -10.305 eV
total charge = 0
SMILES = CCC[C@@H]1OC(=O)O[C@@]1(CCCS(=O)(=O)O)COCC.O
energy relative to the best compared isomer or geometry (same formula, charge and spin) = 148.80 kcal per mole
frontier orbital gap = 10.356 eV

Here are the natural (NBO) charges for atoms 1 to 4, given in e: number 1, C, carries -0.642; number 2, C, carries -0.446; number 3, C, carries -0.449; number 4, C, carries 0.072

[8]
A molecular structure, C8H10ClNV, computed with ωB97M-V/def2-TZVPD.

```
21
Properties=species:S:1:pos:R:3
C -0.7800 1.4874 -1.7739
C 0.6180 1.4226 -1.5151
C 0.8538 1.8532 -0.1955
C -0.3949 2.2315 0.3995
C -1.3904 2.1118 -0.6289
V -0.8664 0.2019 0.0541
C 1.2020 -1.8685 -1.5861
C 0.4793 -2.6324 -2.4067
C -0.7609 -2.9750 -2.6686
N -2.4523 0.0444 0.6341
H 1.8323 1.9823 0.2703
H 1.3833 1.1625 -2.2503
H -0.5440 2.5727 1.4276
H -2.4258 2.4255 -0.5528
H -1.2636 1.2729 -2.7259
H 1.6449 -0.9236 -1.8793
H -2.9887 -0.7030 0.1714
H 1.3443 -2.1608 -0.5314
H -1.0368 -3.6590 -3.4762
H -1.5920 -2.5450 -2.0506
Cl 0.6535 -0.6193 1.4792
```

Values from the calculation:
E_tot = -48156.5295 eV
E_HOMO (alpha / beta) = -2.779 / -3.875 eV
total charge = -1
spin multiplicity = 3
energy relative to the best compared isomer or geometry (same formula, charge and spin) = 67.10 kcal per mole
frontier orbital gap (alpha / beta) = 6.264 / 7.212 eV

Here are the natural (NBO) charges for atoms 1 to 4, given in e: number 1, C, carries -0.384; number 2, C, carries -0.322; number 3, C, carries -0.258; number 4, C, carries -0.388

Number 1: strongest force on any atom 4.511 eV/Å. Number 2: strongest force on any atom 4.105 eV/Å. Number 3: strongest force on any atom 3.211 eV/Å. Number 4: strongest force on any atom 0.544 eV/Å. Number 5: strongest force on any atom 0.605 eV/Å. Number 6: strongest force on any atom 2.580 eV/Å. Number 7: strongest force on any atom 10.149 eV/Å. Number 8: strongest force on any atom 2.482 eV/Å.